18
Properties=species:S:1:pos:R:3:forces:R:3 method="wB97M-V/def2-TZVPD" smiles="C[C@]1(CN)CN1C=S" orbital_gap_ev=8.78 de_lowest_kcal_mol=63.1 total_energy_ev=-19160.1683
C -1.0125 -1.1746 -0.7516 -1.96 0.90 0.28
C -0.0021 -0.1261 -0.2530 -1.26 -3.18 -0.03
C -0.5000 1.0432 0.4430 0.53 2.25 2.19
C 1.3364 -0.0073 -0.8655 0.95 -0.72 -0.55
C 1.6234 -0.8330 1.5699 0.32 1.06 1.37
H -0.4383 -1.9153 -1.2733 -0.03 -0.72 -0.07
H -1.6688 -1.6111 0.0955 1.53 0.56 -1.09
H -1.7892 -0.7735 -1.4645 0.98 -0.13 0.50
H -0.8771 0.7728 1.4976 0.35 0.52 -1.71
H 0.4128 1.7338 0.5863 -1.30 -0.89 0.28
H -1.1782 1.7423 -1.4358 -0.70 0.42 3.57
H -2.4363 1.3649 -0.3423 2.27 0.93 0.31
H 1.7418 1.0174 -0.7431 0.29 -0.98 -0.29
H 1.6226 -0.6747 -1.7075 -0.20 1.10 0.32
H 2.7301 -0.7990 1.6402 -0.61 -0.29 -0.32
N -1.4512 1.8276 -0.3234 -1.94 -1.14 -3.79
N 1.1216 -0.8152 0.3321 0.31 0.73 -0.01
S 0.7650 -0.7723 2.9954 0.46 -0.41 -0.93


18
Properties=species:S:1:pos:R:3:forces:R:3 method="wB97M-V/def2-TZVPD" smiles="[NH2+]=C=CN[C@H]1CCN1" charge=+1 orbital_gap_ev=8.41 de_lowest_kcal_mol=105.9 total_energy_ev=-9807.1547
C 0.2349 -1.0625 0.4522 0.22 2.33 1.87
C -1.2763 -1.3437 0.6839 0.88 0.09 1.08
C -0.0910 -0.9133 -1.0171 0.16 -0.04 1.01
C 0.9050 1.4288 -0.9894 -1.68 -1.59 -0.96
C 0.6179 2.0050 0.1751 -0.59 -0.18 -1.08
N -1.4932 -0.9475 -0.6860 1.26 2.86 1.09
N 0.5137 0.2517 -1.5799 1.29 2.66 -2.42
N 1.0729 2.5530 1.2069 1.93 -1.50 -0.66
H 0.2880 0.0099 0.9863 0.30 -1.94 -1.53
H 1.1424 -1.5192 0.8166 -0.17 -0.89 -0.02
H -1.6450 -2.3023 1.0052 0.13 -0.58 -0.19
H -1.5504 -0.6041 1.4303 -0.98 -0.13 -0.03
H 0.1676 -1.6947 -1.7051 0.46 -0.73 -0.08
H 1.2527 2.2136 -1.6636 0.23 -0.22 -0.13
H -2.0260 -1.4702 -1.2635 -2.28 -1.97 -1.95
H 0.6304 0.2621 -2.6325 -0.21 0.01 1.96
H 2.0238 2.2681 1.4375 -0.09 0.62 0.81
H 0.6043 3.2749 1.6664 -0.85 1.19 1.22


18
Properties=species:S:1:pos:R:3:forces:R:3 method="wB97M-V/def2-TZVPD" charge=+1 orbital_gap_ev=10.20 de_lowest_kcal_mol=123.9 total_energy_ev=-9806.3764
C -0.6588 1.5826 0.0305 -0.48 1.56 1.66
C 0.2302 -0.5166 -0.4921 -4.09 0.45 1.36
C 0.2255 -1.7950 -0.7317 -0.86 -0.07 0.21
C -2.5155 -0.1868 0.3436 0.81 -1.41 -1.48
C 2.2431 0.2980 0.6487 0.03 -1.10 -2.03
N 0.5555 1.6751 -0.3809 1.19 4.14 -0.23
N -1.2126 0.4207 0.1802 3.95 -4.17 -2.28
N 1.2572 0.4660 -0.5475 -1.55 -0.63 1.72
H -1.1516 2.4873 0.5454 0.74 -1.10 -1.57
H 1.1711 -2.2395 -1.0311 -0.41 -0.46 -0.14
H -0.7460 -2.3240 -0.5858 1.24 0.08 -0.26
H -3.2497 0.5861 0.1456 -0.39 -0.09 0.77
H -2.6883 -0.9774 -0.4643 0.36 1.17 0.72
H -2.4638 -0.7719 1.2610 -0.88 0.59 0.31
H 3.2204 0.5619 0.2361 -0.05 -0.27 0.40
H 1.9224 1.0168 1.3494 -0.30 0.51 0.99
H 2.1030 -0.7641 0.9186 0.62 0.76 0.28
H 1.7576 0.4808 -1.4255 0.06 0.05 -0.44